Record 1
Formula: C37H39EuN2S2Sb
Source: the Open Molecules 2025 dataset
Level of theory: ωB97M-V/def2-TZVPD

Structure (XYZ):
```
82
Properties=species:S:1:pos:R:3:lowdin_spin:R:1
Eu 2.40 14.87 18.42 5.05
C 2.92 16.82 15.52 0.01
N 3.79 15.93 16.36 0.00
C 4.87 16.61 17.08 0.00
C 4.67 17.01 18.61 0.01
N 3.31 17.25 19.11 0.03
C 3.16 16.87 20.56 0.02
C 2.66 18.54 18.79 0.33
C 3.31 19.74 19.10 0.03
C 2.74 20.96 18.82 0.32
C 1.45 21.08 18.21 0.21
C 0.78 19.92 17.98 0.10
C 1.30 18.63 18.30 0.35
S 0.34 17.27 17.96 0.49
C 4.18 14.67 15.68 0.00
C 4.13 14.62 14.28 0.00
C 4.32 13.39 13.62 0.00
C 4.67 12.25 14.37 0.00
C 4.76 12.35 15.77 0.00
C 4.66 13.55 16.48 0.00
S 4.86 13.60 18.25 -0.01
H 3.49 17.22 14.68 0.00
H 2.66 17.68 16.15 0.00
H 2.01 16.26 15.25 0.01
H 5.21 17.46 16.49 0.00
H 5.70 15.92 17.11 0.00
H 5.36 17.81 18.80 0.00
H 5.19 16.16 19.14 0.00
H 3.46 17.71 21.22 0.00
H 3.70 15.97 20.80 0.00
H 2.07 16.78 20.74 0.00
H 4.25 19.75 19.59 0.00
H 3.23 21.88 19.17 0.02
H 1.02 22.10 18.03 0.01
H -0.22 19.98 17.58 0.00
H 3.86 15.55 13.68 0.00
H 4.35 13.35 12.51 0.00
H 4.71 11.29 13.82 0.00
H 5.08 11.48 16.30 0.00
C 1.69 7.56 17.74 0.00
C 0.34 8.19 17.64 0.00
C -0.74 7.60 18.36 0.00
C -2.05 7.91 18.12 0.00
C -2.33 8.97 17.21 0.00
C -1.29 9.59 16.55 0.00
C 0.06 9.38 16.93 0.00
Sb 1.52 11.00 16.41 0.00
C 1.06 12.15 18.41 0.00
C 0.00 13.05 18.43 0.00
C -0.22 13.78 19.62 0.00
C 0.61 13.62 20.76 0.00
C 1.59 12.64 20.73 0.00
C 1.77 11.84 19.60 0.00
C 2.70 10.66 19.71 0.00
C 0.44 12.04 14.84 0.00
C 0.35 13.40 14.96 0.00
C -0.66 14.12 14.32 0.00
C -1.40 13.49 13.31 0.00
C -1.17 12.13 13.03 0.00
C -0.27 11.39 13.82 0.00
C -0.08 9.92 13.49 0.00
H 1.68 6.82 18.56 0.00
H 2.54 8.21 17.97 0.00
H 1.94 7.07 16.80 0.00
H -0.50 6.90 19.12 0.00
H -2.79 7.37 18.73 0.00
H -3.31 9.41 17.10 0.00
H -1.56 10.30 15.81 0.00
H -0.61 13.13 17.56 0.00
H -1.03 14.53 19.70 0.00
H 0.50 14.26 21.66 0.00
H 2.25 12.41 21.55 0.00
H 2.80 10.58 20.84 0.00
H 3.70 10.89 19.32 0.00
H 2.32 9.72 19.38 0.00
H 0.95 13.90 15.71 0.00
H -0.85 15.13 14.64 0.00
H -2.16 14.05 12.81 0.00
H -1.76 11.58 12.28 0.00
H -0.83 9.56 12.78 0.00
H -0.05 9.30 14.41 0.00
H 0.88 9.80 12.95 0.00
```

Summary:
* multiplicity: 8
* <S²>: 15.80
* LUMO level (alpha / beta): 0.001 / -0.049 hartree
* highest occupied orbital energy (alpha / beta): -3.570 / -6.172 eV
* charge: 0

=====

Record 2
Formula: C37H39Ge2N5OPPdS
Source: the Open Molecules 2025 dataset
Level of theory: ωB97M-V/def2-TZVPD

Structure (XYZ):
```
87
Properties=species:S:1:pos:R:3:lowdin_charge:R:1
Pd -0.91 -0.07 -0.99 0.38
O -2.99 -2.84 0.26 -0.05
N -2.85 -2.44 -1.06 0.01
C -1.81 -2.91 -1.62 -0.18
C -0.81 -3.85 -1.04 -0.22
C -1.03 -5.21 -1.23 -0.02
C -0.12 -6.14 -0.77 -0.05
C 1.05 -5.72 -0.15 -0.05
C 1.29 -4.37 0.01 -0.08
C 0.36 -3.41 -0.41 -0.28
P 0.84 -1.65 -0.46 1.04
C 1.90 -1.32 0.98 -0.37
C 2.76 -0.23 0.88 -0.13
C 3.60 0.10 1.93 -0.07
C 3.58 -0.66 3.10 -0.07
C 2.71 -1.73 3.21 -0.07
C 1.87 -2.06 2.15 -0.10
C 1.99 -1.73 -1.88 -0.35
C 3.36 -1.90 -1.74 -0.08
C 4.16 -2.08 -2.86 -0.07
C 3.59 -2.11 -4.13 -0.07
C 2.22 -1.96 -4.27 -0.07
C 1.42 -1.76 -3.15 -0.12
H -3.83 -2.46 0.51 0.09
H -1.74 -2.66 -2.67 0.12
H -1.93 -5.53 -1.74 0.12
H -0.31 -7.20 -0.92 0.11
H 1.78 -6.44 0.19 0.11
H 2.23 -4.05 0.44 0.11
H 2.79 0.36 -0.03 0.09
H 4.27 0.94 1.84 0.11
H 4.24 -0.41 3.92 0.11
H 2.68 -2.31 4.12 0.11
H 1.18 -2.89 2.26 0.10
H 3.82 -1.90 -0.76 0.10
H 5.23 -2.20 -2.75 0.11
H 4.21 -2.26 -5.00 0.11
H 1.76 -1.99 -5.25 0.11
H 0.35 -1.63 -3.28 0.07
N 0.14 2.94 -5.84 0.19
C 0.59 3.81 -4.92 -0.50
N 0.89 5.06 -5.31 0.18
N 0.75 3.51 -3.65 0.12
C 0.44 2.30 -3.24 -0.35
N 0.21 1.24 -2.83 0.14
H 0.02 3.20 -6.80 0.12
H -0.07 1.99 -5.57 0.10
H 0.83 5.35 -6.27 0.11
H 1.23 5.69 -4.62 0.12
S -3.81 1.19 -2.02 0.85
C -2.54 0.83 -1.30 -0.82
C 1.91 2.98 0.21 -0.24
Ge 0.07 3.15 0.82 0.69
C 0.08 4.15 2.50 -0.25
C -0.94 4.14 -0.55 -0.25
Ge -1.13 1.04 1.17 0.83
C -0.63 -0.07 2.70 -0.36
C 0.12 0.51 3.72 -0.11
C 0.28 -0.15 4.93 -0.08
C -0.30 -1.40 5.13 -0.08
C -1.03 -1.99 4.11 -0.08
C -1.20 -1.33 2.90 -0.13
C -3.02 1.48 1.46 -0.38
C -3.43 2.81 1.55 -0.12
C -4.77 3.13 1.76 -0.07
C -5.71 2.13 1.90 -0.08
C -5.32 0.80 1.83 -0.08
C -3.98 0.48 1.62 -0.13
H 2.26 3.97 -0.09 0.03
H 1.99 2.32 -0.66 -0.01
H 2.55 2.61 1.01 0.00
H 0.09 5.22 2.29 0.02
H 0.98 3.91 3.07 0.02
H -0.79 3.93 3.13 0.02
H -0.23 4.62 -1.23 0.01
H -1.56 4.91 -0.09 0.02
H -1.58 3.49 -1.14 -0.01
H 0.57 1.49 3.59 0.08
H 0.86 0.31 5.72 0.11
H -0.18 -1.91 6.08 0.11
H -1.48 -2.97 4.25 0.11
H -1.76 -1.81 2.11 0.07
H -2.72 3.61 1.44 0.06
H -5.07 4.17 1.83 0.11
H -6.75 2.38 2.07 0.11
H -6.05 0.01 1.96 0.11
H -3.69 -0.56 1.60 0.07
```

Summary:
* LUMO level: -0.107 hartree
* highest occupied orbital energy: -10.552 eV
* charge: +1